Record 1
Here is a structure of composition C28H45Br27NO9PS in a non-equilibrium geometry from the Open Molecules 2025 dataset. Energies are from wB97M-V/def2-TZVPD.

- Strongest force on any atom: 2.627 eV Å⁻¹
- Relative energy (zero: lowest compared OMol25 entry of this formula, charge and spin): 48.97 kJ/mol

The geometry in XYZ format:
```
112
C28H45Br27NO9PS (wB97M-V/def2-TZVPD)
C 2.4330 -1.8302 3.4790
C 1.1467 -1.0907 3.1012
O 1.3402 0.0440 2.2842
C 1.5515 -0.1426 0.8799
C 1.6169 -1.5577 0.3844
C 0.3557 0.5894 0.2076
C 0.4536 0.5250 -1.3270
C -0.5043 -0.4286 -2.0661
C 0.0534 -0.7655 -3.4531
C 0.6477 0.4515 -4.0922
O 0.9137 0.2726 -5.4919
C 2.1843 0.7398 -5.7122
C 2.4236 2.2047 -5.4941
O 3.0907 -0.0185 -6.0149
C -0.9953 0.3389 0.8102
C -1.8953 1.5708 0.8870
O -1.5094 2.4178 1.9579
C -2.0974 2.2992 -0.4367
N -3.0895 1.5958 -1.2614
O 0.7485 1.9818 0.4633
C 2.0372 2.0969 0.1093
O 2.4969 3.0552 -0.5063
C 2.7687 0.8044 0.5824
C 3.5503 1.2435 1.8764
S 2.8991 2.6795 2.7492
C 4.2771 3.8486 2.6970
C 4.9952 4.0109 1.3485
P 4.1132 0.2181 -0.4848
O 5.0328 1.2697 -0.9258
O 3.6007 -0.6108 -1.7490
O 4.8655 -0.8335 0.4223
H 2.7890 -1.4779 4.4323
H 3.2007 -1.7267 2.7270
H 2.2080 -2.8843 3.5723
H 0.3843 -1.7693 2.7365
H 0.7489 -0.6990 4.0272
H 2.4457 -2.1127 0.8027
H 1.6706 -1.6264 -0.6885
H 0.7218 -2.0812 0.6926
H 1.4478 0.2098 -1.6066
H 0.3196 1.5094 -1.7436
H -1.4391 0.0908 -2.2443
H -0.7260 -1.3283 -1.5081
H -0.7721 -1.0901 -4.0775
H 0.7508 -1.5920 -3.3817
H 1.5950 0.6549 -3.5993
H 0.0412 1.3323 -3.9112
H 3.2776 2.2580 -4.8364
H 1.6125 2.7024 -4.9811
H 2.6849 2.7038 -6.4113
H -1.5452 -0.4221 0.2708
H -0.9379 -0.0307 1.8220
H -2.8755 1.1974 1.1687
H -1.1493 3.2100 1.5580
H -1.1858 2.5050 -0.9684
H -2.5229 3.2578 -0.1839
H -4.0204 1.8579 -0.9932
H -3.0626 0.6035 -1.0770
H 3.6886 0.4053 2.5305
H 4.5423 1.5163 1.5440
H 3.8963 4.8114 2.9934
H 5.0119 3.5797 3.4422
H 6.0681 3.9282 1.4516
H 4.6974 3.3010 0.5918
H 4.8170 4.9971 0.9455
H 3.5427 0.0215 -2.4751
H 5.8083 -0.6775 0.3149
C -1.7860 5.1112 -3.5405
Br -1.7362 6.9845 -3.9766
Br -0.1338 4.5342 -2.7226
Br -3.3212 4.6698 -2.4619
H -1.8851 4.5684 -4.4681
C -6.4335 -1.0359 -1.1479
Br -6.4658 0.8550 -1.5337
Br -4.7343 -1.5485 -0.3662
Br -7.9414 -1.5707 -0.0843
H -6.5106 -1.5568 -2.0907
C -6.7364 -1.4570 4.5430
Br -8.4332 -0.5545 4.4666
Br -6.9274 -3.3495 4.8066
Br -5.6680 -1.0881 2.9865
H -6.2076 -1.0764 5.4037
C -5.3755 -5.6837 -0.2590
Br -3.7525 -5.2290 -1.1956
Br -5.3358 -5.1068 1.5713
Br -6.9246 -5.0230 -1.1777
H -5.4508 -6.7606 -0.2549
C -3.7680 -8.6351 3.4261
Br -2.4843 -7.2229 3.6241
Br -5.2327 -8.4531 4.6588
Br -4.3935 -8.7655 1.6164
H -3.2672 -9.5635 3.6547
C 0.2301 9.7676 -1.1995
Br 0.9036 7.9750 -1.0364
Br 0.6222 10.5145 -2.9301
Br -1.6510 9.8538 -0.8011
H 0.7408 10.3727 -0.4664
C 6.5142 3.0536 -3.6583
Br 4.9031 3.9404 -3.1085
Br 6.1663 1.2340 -4.1856
Br 7.4243 4.0272 -5.0493
H 7.1720 3.0242 -2.8032
C -2.0210 -5.1478 6.9183
Br -0.4589 -4.5060 5.9860
Br -1.9913 -4.6283 8.7700
Br -3.6548 -4.5964 6.0552
H -1.9904 -6.2267 6.8878
C 0.0435 -7.2374 -0.6643
Br 0.2011 -5.4290 -0.0318
Br 1.5944 -8.2851 -0.2206
Br -1.5754 -8.0538 -0.0336
H -0.0136 -7.1928 -1.7415
```

Here are the Löwdin charges for atoms 1 to 4, given in e: atom 1 (C): -0.047, atom 2 (C): -0.236, atom 3 (O): -0.120, atom 4 (C): -0.361

---

Record 2
Here is a cluster of 7 separate species, C28H45FNO29PS9 in total in a non-equilibrium geometry from the Open Molecules 2025 dataset. Energies are from wB97M-V/def2-TZVPD.

- Strongest force on any atom: 6.272 eV Å⁻¹
- Electronic energy: -7355.0889 hartree

The geometry in XYZ format:
```
114
C28H45FNO29PS9 (wB97M-V/def2-TZVPD)
C -2.5092 4.3554 0.9963
C -3.7252 4.0982 -0.0269
P -3.1253 3.7661 -1.8161
C -4.6782 3.3265 -2.8417
C -5.0779 4.5283 -3.8634
C -2.0557 2.2079 -1.8012
C -0.5588 2.1532 -2.2806
C 0.0697 3.5148 -2.8098
C 0.5657 3.4871 -4.3329
C -0.5905 3.2332 -5.4167
O -0.3044 4.0531 -6.6010
C 0.9760 3.7024 -7.1713
C 0.2534 0.8047 -2.1866
S 2.0432 0.7911 -2.7111
C -0.3861 -0.5206 -1.6318
S 0.5104 -2.1169 -1.4674
O -0.0847 -2.8267 -0.2664
O 1.9791 -1.9832 -1.2126
F 0.1649 -3.0164 -2.8513
C -1.8595 -0.4330 -1.1898
C -2.6646 0.8905 -1.2539
C -4.0929 0.5344 -0.6607
O -5.2004 1.0916 -0.7414
N -3.9034 -0.7259 0.1256
S -5.4585 -1.5598 0.2304
C -2.8717 -1.5127 -0.6125
O -2.9342 -2.7490 -0.7150
H -2.8661 5.0722 1.8292
H -2.1638 3.3997 1.5543
H -1.6108 4.8696 0.5098
H -4.4206 5.0140 -0.0096
H -4.3194 3.2095 0.3920
H -4.5408 2.3774 -3.4696
H -5.6078 3.1767 -2.1721
H -5.2407 4.0758 -4.9079
H -6.0062 5.0992 -3.5167
H -4.1498 5.2131 -3.9121
H -0.5915 4.4312 -2.6807
H 1.0108 3.7103 -2.1647
H 1.4124 2.7596 -4.5541
H 0.9909 4.5397 -4.5526
H -0.5225 2.1406 -5.7798
H -1.6390 3.5160 -5.0681
H 1.8065 4.3519 -6.6931
H 1.2763 2.6119 -7.0225
H 0.9904 3.9780 -8.2904
H 2.5798 2.0537 -2.4841
H -5.6066 -2.4226 -0.8502
O -5.2702 -5.7054 5.6743
S -5.3369 -4.6448 4.7139
O -6.4046 -3.6934 4.6806
O -5.1720 -5.2922 3.2339
C -4.0411 -4.7095 2.5803
C -3.0893 -4.3157 3.6981
O -3.9301 -3.8361 4.7489
H -4.3835 -3.8318 2.0250
H -3.5914 -5.4227 1.8885
H -2.3816 -3.5465 3.3894
H -2.5406 -5.1841 4.0742
O 5.1559 4.2578 -1.6781
S 5.4940 3.7918 -0.3653
O 5.5423 4.6549 0.7770
O 6.8941 2.9801 -0.4620
C 6.7045 1.6393 0.0039
C 5.2497 1.3162 -0.2842
O 4.5392 2.5278 -0.0118
H 6.9077 1.6203 1.0788
H 7.3863 0.9590 -0.5051
H 4.8743 0.5017 0.3350
H 5.1020 1.0681 -1.3393
O -7.7982 -7.6941 -1.6835
S -6.7204 -8.1397 -0.8518
O -5.5325 -8.7409 -1.3767
O -7.3333 -9.1132 0.2922
C -7.0269 -8.5861 1.5845
C -6.9228 -7.0817 1.3905
O -6.2879 -6.9151 0.1215
H -6.0718 -9.0098 1.9075
H -7.8037 -8.8569 2.3002
H -6.3425 -6.5993 2.1772
H -7.9139 -6.6215 1.3358
O 8.2587 -2.9013 -0.0565
S 8.2250 -1.8427 -1.0183
O 7.1663 -0.8771 -1.0743
O 8.4142 -2.4903 -2.4924
C 9.5628 -1.9207 -3.1224
C 10.4957 -1.5362 -1.9848
O 9.6376 -1.0477 -0.9526
H 9.2413 -1.0394 -3.6844
H 10.0182 -2.6389 -3.8047
H 11.2175 -0.7742 -2.2782
H 11.0272 -2.4100 -1.5970
O -2.1575 3.0003 3.6835
S -2.1914 1.9686 4.6785
O -2.7382 2.1686 5.9850
O -0.6942 1.3628 4.8287
C -0.7139 -0.0383 4.5510
C -1.8669 -0.2385 3.5794
O -2.8865 0.6556 4.0258
H -0.8920 -0.5695 5.4902
H 0.2404 -0.3568 4.1300
H -2.2319 -1.2654 3.5725
H -1.5825 0.0530 2.5636
O 5.5781 -0.0867 5.6706
S 4.8910 0.5800 4.6057
O 3.9498 -0.0826 3.7542
O 5.9953 1.3237 3.6782
C 5.7179 2.7253 3.6355
C 5.0273 3.0395 4.9530
O 4.1875 1.9125 5.2078
H 5.0551 2.9155 2.7870
H 6.6406 3.2924 3.5083
H 4.4389 3.9556 4.9059
H 5.7506 3.1140 5.7703
```

Here are the Löwdin charges for atoms 1 to 4, given in e: atom 1 (C): -0.180, atom 2 (C): -0.401, atom 3 (P): 0.979, atom 4 (C): -0.419

---

Record 3
Here is a structure of composition C28H45InN3O13 in a non-equilibrium geometry from the Open Molecules 2025 dataset. Energies are from wB97M-V/def2-TZVPD.

- Strongest force on any atom: 6.387 eV Å⁻¹
- Charge: -1
- Relative energy (zero: lowest compared OMol25 entry of this formula, charge and spin): 0.00 kJ/mol

The geometry in XYZ format:
```
90
C28H45InN3O13 (wB97M-V/def2-TZVPD)
In -0.1711 0.4592 -0.1244
C -4.4016 -1.6752 1.6832
C -3.0733 -1.4743 1.0237
C -1.9450 -2.3305 1.5912
O -0.7853 -2.0698 1.2283
C -2.2513 -3.3804 2.5496
C -3.5389 -3.5969 2.9989
C -4.6592 -2.7191 2.4973
O -5.8793 -2.7327 3.0019
O -3.6931 -4.6216 3.7140
O -2.9077 -0.5811 0.1592
H -5.2329 -1.0615 1.3690
H -1.4373 -3.9494 2.9739
C 3.5677 2.7076 -2.7355
C 3.6720 3.8810 -3.5628
C 2.6254 5.0812 -3.3364
O 2.5609 6.1206 -4.0309
C 1.6084 4.9000 -2.3109
C 1.6233 3.7486 -1.5445
C 2.6487 2.6407 -1.7523
O 2.6053 1.5111 -1.1117
O 0.7205 3.7126 -0.5677
O 4.5400 3.9831 -4.4540
H 4.2987 1.9129 -2.7582
H 0.9150 5.7053 -2.1186
C 2.6686 -1.0976 3.9775
C 1.6520 -0.2723 3.0728
C 1.4220 1.1568 3.6338
O 0.5384 1.8179 2.7707
C 0.4540 3.1785 3.0878
N 2.0748 -0.3552 1.7004
H 3.5440 -0.4524 3.9028
H 2.9811 -2.1083 3.7152
H 2.3573 -1.1198 5.0219
H 0.7207 -0.8342 3.1438
H 2.4214 1.5780 3.7427
H 1.1675 1.1498 4.6937
H 1.4156 3.6772 3.2092
H 0.0400 3.2510 4.0935
H -0.2754 3.6342 2.4181
H 2.9076 0.1969 1.5525
H 2.4788 -1.2549 1.4824
C -2.6463 1.7552 2.8552
O -2.1472 1.9921 1.4767
C -3.2403 2.6169 0.7107
C -2.6854 3.0893 -0.6049
N -2.2405 2.0352 -1.4996
C -1.7467 2.6811 -2.7479
C -1.2059 1.6876 -3.7754
O -0.1201 0.8687 -3.0844
C 0.4682 -0.0119 -4.0959
H -3.3701 0.9577 3.0232
H -3.0568 2.6597 3.3041
H -1.8533 1.5755 3.5812
H -3.7350 3.3899 1.2988
H -4.0287 1.9295 0.4041
H -1.9335 3.8580 -0.4262
H -3.5565 3.5542 -1.0666
H -3.0790 1.5831 -1.8350
H -1.0224 3.4549 -2.4935
H -2.5359 3.2487 -3.2410
H -0.7264 2.2301 -4.5902
H -2.0005 1.1855 -4.3273
H -0.0999 -0.9106 -4.3362
H 1.2828 -0.5384 -3.5985
H 0.9299 0.5298 -4.9213
C -2.8174 -1.7808 -2.4275
O -1.3811 -1.7436 -2.0315
C -0.7074 -3.0734 -2.0042
C 0.8009 -3.0337 -1.9777
N 1.4251 -2.1581 -1.0049
C 2.9063 -2.2899 -1.0347
C 3.3349 -3.5166 -0.1256
O 2.9050 -3.2452 1.2316
C 2.9367 -4.4494 2.1354
H -2.9427 -2.1488 -3.4458
H -3.1864 -0.7552 -2.4105
H -3.3776 -2.5318 -1.8705
H -1.0646 -3.5518 -2.9162
H -1.0339 -3.5928 -1.1033
H 1.2624 -2.8435 -2.9467
H 1.0283 -4.0538 -1.6685
H 1.3303 -2.4855 -0.0541
H 3.4430 -1.4338 -0.6260
H 3.2861 -2.5538 -2.0218
H 4.4169 -3.6420 -0.0855
H 2.9567 -4.4596 -0.5203
H 1.9808 -4.9631 2.2387
H 3.1591 -4.2615 3.1858
H 3.7100 -5.1713 1.8726
```

Here are the Löwdin charges for atoms 1 to 4, given in e: atom 1 (In): 1.318, atom 2 (C): 0.008, atom 3 (C): -0.296, atom 4 (C): -0.345

---

Record 4
Here is a structure of composition C28H45N3PPdS2 in a non-equilibrium geometry from the Open Molecules 2025 dataset. Energies are from wB97M-V/def2-TZVPD.

- Strongest force on any atom: 1.466 eV Å⁻¹
- Charge: -1
- Electronic energy: -2523.8497 hartree

The geometry in XYZ format:
```
80
C28H45N3PPdS2 (wB97M-V/def2-TZVPD)
Pd 0.1398 -0.6247 -0.1109
C -0.1493 -0.3469 3.1376
N 0.4762 0.5313 2.1506
C -0.2399 1.8267 2.1146
C -0.3626 2.5010 0.7631
N -1.1040 1.7315 -0.2107
C -2.4523 1.3639 0.1790
C -1.0173 2.2087 -1.5559
C -1.3562 3.5283 -1.8544
C -1.3132 4.0193 -3.1525
C -0.9191 3.1572 -4.1735
C -0.5739 1.8446 -3.8845
C -0.6207 1.3280 -2.5777
S -0.2418 -0.3896 -2.3712
C 1.8994 0.6957 2.3289
C 2.4249 0.9217 3.6047
C 3.7842 1.1037 3.8067
C 4.6290 1.0680 2.6977
C 4.1104 0.8450 1.4312
C 2.7340 0.6523 1.2095
S 2.2147 0.3621 -0.4572
H -0.2624 0.1395 4.1184
H -1.1232 -0.6498 2.7585
H 0.4398 -1.2544 3.2535
H -1.2256 1.6672 2.5532
H 0.2747 2.5376 2.7682
H -0.8124 3.4942 0.9407
H 0.6395 2.6592 0.3644
H -3.0987 2.2347 0.3896
H -2.8985 0.7902 -0.6320
H -2.4358 0.7087 1.0502
H -1.6669 4.1818 -1.0453
H -1.5778 5.0491 -3.3610
H -0.8629 3.5107 -5.1961
H -0.2501 1.1827 -4.6821
H 1.7532 0.9481 4.4559
H 4.1763 1.2619 4.8050
H 5.6993 1.1992 2.8205
H 4.7729 0.7935 0.5723
C 0.6844 -4.2079 2.6027
C 0.3686 -4.3716 1.1021
C 1.5498 -3.7459 0.3347
C 0.3708 -5.8754 0.7807
P -1.2347 -3.4048 0.7352
N -1.1445 -1.8330 0.8981
C -2.5518 -3.9526 2.0131
C -2.6995 -5.4370 2.3710
C -3.9212 -3.4311 1.5192
C -2.3114 -3.1667 3.3230
C -1.7986 -3.9118 -0.9852
C -0.5903 -3.8914 -1.9451
C -2.7970 -2.8595 -1.5089
C -2.4512 -5.2980 -1.1049
H 1.7044 -4.5637 2.7796
H 0.0246 -4.7951 3.2370
H 0.6359 -3.1639 2.9211
H 2.4668 -3.8793 0.9171
H 1.4604 -2.6858 0.1548
H 1.7019 -4.2210 -0.6340
H 1.3492 -6.2784 1.0771
H 0.2663 -6.0718 -0.2842
H -0.3833 -6.4528 1.3076
H -2.8430 -6.0825 1.5051
H -3.5850 -5.5511 3.0127
H -1.8532 -5.8162 2.9425
H -4.3477 -4.0239 0.7125
H -3.8574 -2.3903 1.1918
H -4.6215 -3.4783 2.3629
H -1.4824 -3.5509 3.9139
H -3.2165 -3.2473 3.9390
H -2.1219 -2.1119 3.1100
H -0.0047 -2.9838 -1.8723
H -0.9764 -3.9540 -2.9695
H 0.0782 -4.7398 -1.7955
H -2.4446 -1.8457 -1.3493
H -3.7815 -2.9631 -1.0534
H -2.9086 -3.0074 -2.5916
H -1.8239 -6.1136 -0.7492
H -2.6425 -5.4819 -2.1709
H -3.4099 -5.3680 -0.5958
```

Here are the Löwdin charges for atoms 1 to 4, given in e: atom 1 (Pd): 0.407, atom 2 (C): -0.131, atom 3 (N): -0.180, atom 4 (C): -0.166

---

Record 5
Here is a structure of composition C28H46AlB2N4O6 in a non-equilibrium geometry from the Open Molecules 2025 dataset. Energies are from wB97M-V/def2-TZVPD.

- Strongest force on any atom: 1.960 eV Å⁻¹
- Charge: +1
- Relative energy (zero: lowest compared OMol25 entry of this formula, charge and spin): 0.00 kJ/mol

The geometry in XYZ format:
```
87
C28H46AlB2N4O6 (wB97M-V/def2-TZVPD)
Al 2.0980 -10.3630 -20.4502
B 1.8237 -13.4308 -20.4933
H 1.2569 -13.7351 -21.4859
H 2.8695 -12.9490 -20.7408
H 1.2601 -12.6194 -19.8578
H 2.0304 -14.4104 -19.8634
B 4.6988 -11.0396 -21.6014
H 4.6490 -9.9344 -21.1797
H 4.3926 -11.7980 -20.7428
H 3.9101 -11.1089 -22.4840
H 5.7995 -11.2899 -21.9496
O 1.4236 -17.5968 -14.5290
C 1.1564 -17.7391 -15.6772
O 1.1000 -16.7044 -16.5770
C 0.9736 -17.1901 -17.9283
C 1.2903 -18.6869 -17.7983
C 0.7364 -18.9769 -16.4342
H 1.6904 -16.6985 -18.5887
H -0.0192 -16.9892 -18.3358
H 2.3748 -18.8124 -17.8290
H 0.8668 -19.2991 -18.5915
H 1.1148 -19.9201 -16.0449
H -0.3542 -19.0112 -16.3633
O 1.7493 -11.6522 -17.6454
C 1.6386 -12.1345 -16.5506
O 0.5945 -11.7976 -15.7682
C 0.5369 -12.6139 -14.5836
C 1.6565 -13.6721 -14.7287
C 2.4805 -13.2322 -15.9356
H -0.4727 -13.0189 -14.5172
H 0.6695 -11.9721 -13.7117
H 1.1785 -14.6331 -14.9354
H 2.1591 -13.8200 -13.7766
H 2.6720 -13.9797 -16.6992
H 3.4147 -12.8020 -15.5705
O -0.6875 -10.8860 -19.0405
C -1.8082 -11.2318 -18.7711
O -2.6299 -11.6701 -19.7337
C -3.9454 -11.9490 -19.2365
C -3.8323 -11.8574 -17.7142
C -2.5874 -11.0055 -17.4972
H -4.2711 -12.9473 -19.5325
H -4.6218 -11.2479 -19.7275
H -3.7002 -12.8457 -17.2772
H -4.7260 -11.4007 -17.2914
H -1.9664 -11.3620 -16.6762
H -2.8634 -9.9642 -17.3458
N -0.6846 -14.4059 -19.1462
C -1.1208 -14.5867 -17.8765
C -2.3676 -15.1950 -17.8967
C -2.6567 -15.4654 -19.2454
C -1.6115 -14.9565 -19.9978
H 0.2714 -14.1796 -19.4164
H -0.4687 -14.2342 -17.0913
H -2.9001 -15.5046 -17.0125
H -3.4976 -16.0423 -19.5931
H -1.4166 -14.9567 -21.0577
N 4.7185 -13.4453 -23.3760
C 5.6387 -13.6561 -24.3465
C 5.3350 -14.8389 -25.0278
C 4.1493 -15.3093 -24.4893
C 3.8076 -14.4456 -23.4193
H 4.7419 -12.7354 -22.6269
H 6.4178 -12.9279 -24.5092
H 5.8715 -15.2547 -25.8631
H 3.5662 -16.1603 -24.8005
H 2.9997 -14.5262 -22.7141
N 1.9555 -16.4145 -21.4715
C 3.1165 -17.1418 -21.4050
C 2.8063 -18.4778 -21.2455
C 1.4033 -18.5727 -21.2829
C 0.9168 -17.2649 -21.3118
H 1.9799 -15.3997 -21.3794
H 4.0659 -16.6355 -21.4839
H 3.5109 -19.2867 -21.1457
H 0.7568 -19.4293 -21.1938
H -0.1221 -16.9819 -21.2768
N 4.3035 -14.6358 -18.8482
C 4.5203 -15.6601 -17.9820
C 5.6188 -15.3611 -17.1687
C 6.0742 -14.0939 -17.5519
C 5.2119 -13.6637 -18.5573
H 3.5264 -14.5317 -19.5033
H 3.9619 -16.5834 -17.9705
H 6.0939 -15.9763 -16.4231
H 6.8647 -13.5191 -17.1022
H 5.1986 -12.7117 -19.0701
```

Here are the Löwdin charges for atoms 1 to 4, given in e: atom 1 (Al): 1.052, atom 2 (B): -0.505, atom 3 (H): 0.015, atom 4 (H): -0.051

---

Q: Look up the strongest force on any atom of the first one.
A: 2.627 eV Å⁻¹

---

Q: Which formula does entry 4 have?
A: C28H45N3PPdS2